Entry from OMol25: a molecular structure, C45H42BrF9N5O3PSSbTeTi in a non-equilibrium geometry (ωB97M-V/def2-TZVPD).

```
110
Properties=species:S:1:pos:R:3:forces:R:3
Ti -0.1423 0.2486 -0.2400 -1.220 -0.196 -1.240
N -3.0142 6.5023 4.9537 0.127 -0.099 -0.093
C -2.1843 5.6151 4.3351 -0.057 0.088 0.013
C -1.0670 6.0692 3.6091 -0.092 0.125 0.133
C -0.2760 5.1843 2.9184 0.108 -0.099 -0.006
C -0.5781 3.8262 2.9682 0.003 0.349 -0.311
C -1.6485 3.3479 3.7104 0.077 -0.184 0.137
C -2.4403 4.2341 4.3982 -0.120 0.095 0.147
S 0.2483 2.7111 1.9485 -0.381 -0.437 -0.335
O 1.1494 1.8871 2.6822 -0.010 -0.083 0.167
O 0.9219 3.5584 0.8576 -0.431 -0.570 0.668
N -0.8346 1.7618 1.1629 -0.685 1.056 0.021
C -1.7931 2.4634 0.3778 0.408 0.125 0.788
N -1.9822 3.7650 0.5612 0.000 0.072 -0.138
C -2.8755 4.3700 -0.2091 0.199 0.085 0.293
C -3.6305 3.6773 -1.1343 -0.175 0.116 -0.097
C -3.3674 2.3344 -1.2282 -0.152 -0.776 -0.116
N -2.4380 1.6990 -0.5049 0.228 0.463 0.153
H -2.8059 7.4827 4.9516 0.013 0.018 0.031
H -3.7843 6.1897 5.5144 0.027 -0.022 0.019
H -0.8386 7.1300 3.5893 -0.026 -0.090 -0.011
H 0.5726 5.5363 2.3416 -0.155 -0.028 0.005
H -1.8472 2.2811 3.7599 -0.025 0.105 -0.049
H -3.2708 3.8716 4.9945 0.046 0.024 -0.057
H -2.9873 5.4413 -0.0653 0.000 -0.080 -0.001
H -4.3766 4.1574 -1.7526 0.037 -0.049 0.049
H -3.9322 1.7073 -1.9067 -0.015 -0.011 -0.012
C -4.1104 -1.0954 1.2890 -0.160 -0.126 -0.010
C -4.2839 -2.2813 0.5854 -0.062 0.015 0.046
C -3.2070 -2.8200 -0.0934 -0.206 -0.113 0.000
C -1.9981 -2.1462 -0.0886 0.018 0.216 0.034
N -1.8704 -0.9216 0.4733 -0.167 -0.542 0.070
C -2.9026 -0.4486 1.1943 0.185 -0.010 -0.077
C -0.6974 -2.7500 -0.4903 0.216 -0.007 0.099
C -0.7043 -4.1193 -1.2440 0.012 -0.070 0.077
C 0.4749 -4.2924 -2.1575 -0.118 -0.103 0.128
C 1.3470 -3.3188 -2.4024 0.099 0.161 -0.052
C 1.1788 -1.9601 -1.8603 0.254 -0.058 -0.034
C 0.2053 -1.6450 -0.9954 -0.218 -0.595 0.079
H -4.9018 -0.6706 1.8921 0.034 -0.019 -0.049
H -5.2385 -2.7956 0.5963 0.073 0.033 0.009
H -3.2933 -3.7741 -0.5973 0.019 0.057 0.031
H -2.7385 0.4788 1.7188 0.073 0.089 -0.052
H -1.6220 -4.3617 -1.7889 0.011 0.038 -0.046
H 0.5751 -5.2578 -2.6462 0.042 0.073 0.088
H 2.1750 -3.4892 -3.0848 -0.062 0.010 0.084
H 1.8726 -1.1970 -2.2010 -0.020 -0.010 -0.036
F 2.6903 -1.4588 7.3731 0.030 0.034 0.183
C 2.4821 -1.5058 6.0692 0.081 -0.013 0.258
C 3.4519 -1.9972 5.2322 0.151 0.000 0.068
F 4.5965 -2.4274 5.7394 0.159 -0.073 0.053
C 3.2275 -2.0693 3.8726 -0.346 -0.041 -0.218
F 4.2037 -2.6614 3.1871 0.021 0.076 -0.475
C 2.0406 -1.6274 3.2824 -0.191 0.125 0.082
P 1.6925 -1.6322 1.4393 0.024 -0.326 0.845
C 1.2282 -3.3641 1.1659 0.007 0.147 -0.303
C 2.0600 -4.4034 1.1898 0.078 -0.337 0.019
C 1.6350 -5.7596 0.7879 0.240 0.148 0.137
C 0.4350 -5.9765 0.2645 -0.286 0.002 -0.128
C -0.5750 -4.8724 0.1296 0.183 0.075 -0.185
C -0.2201 -3.5324 0.8154 0.074 -0.136 -0.147
C 3.3516 -1.4089 0.7225 -0.112 0.001 0.044
C 4.0621 -0.2798 1.1303 0.016 -0.035 0.213
C 5.2957 0.0125 0.5835 0.097 0.089 -0.056
C 5.8336 -0.8104 -0.3971 0.000 0.003 -0.057
C 5.1303 -1.9273 -0.8205 -0.022 0.006 -0.017
C 3.8906 -2.2269 -0.2661 0.043 0.008 -0.024
C 1.0592 -1.1652 4.1819 0.162 -0.058 -0.389
Br -0.6828 -0.6911 3.6331 0.025 -0.104 -0.079
C 1.2784 -1.1034 5.5408 -0.260 0.104 -0.037
F 0.3361 -0.6738 6.3757 -0.045 0.037 0.047
H 3.0960 -4.2662 1.4844 -0.061 -0.008 -0.050
H 2.3474 -6.5711 0.8889 -0.043 0.080 0.006
H 0.1497 -6.9672 -0.0791 0.040 0.080 0.059
H -1.5460 -5.2455 0.4545 -0.077 0.063 -0.002
H -0.8224 -3.2907 1.6932 -0.055 0.028 0.064
H 3.6545 0.3690 1.8965 -0.041 0.060 0.006
H 5.8262 0.9006 0.9047 -0.015 -0.055 -0.005
H 6.7938 -0.5720 -0.8384 -0.036 -0.027 0.033
H 5.5433 -2.5702 -1.5901 -0.031 0.030 0.064
H 3.3581 -3.1047 -0.6027 -0.015 -0.010 -0.002
C 0.1750 0.5593 -6.0270 0.111 -0.023 0.040
C 0.6435 0.4118 -4.5801 -0.120 -0.096 -0.001
Sb -0.9369 0.4377 -3.1341 0.031 -0.235 -0.154
C -2.0218 2.0337 -4.0858 0.186 0.256 0.281
C -1.3498 3.4030 -3.9597 -0.149 -0.053 -0.043
C -2.1724 -1.1089 -3.9930 0.039 -0.093 0.111
C -1.4280 -2.3561 -4.4734 -0.077 0.127 -0.008
H 1.0353 0.4554 -6.6938 -0.079 -0.006 0.004
H -0.2556 1.5447 -6.2138 0.044 -0.064 -0.002
H -0.5603 -0.1943 -6.3211 0.034 0.063 0.042
H 1.3082 1.2188 -4.2926 0.109 0.040 0.005
H 1.1831 -0.5215 -4.4223 0.058 -0.021 -0.042
H -3.0442 2.0445 -3.7130 0.032 0.019 -0.105
H -2.0602 1.7032 -5.1236 -0.055 0.025 -0.002
H -1.2954 3.7363 -2.9223 0.020 -0.039 -0.042
H -1.9055 4.1573 -4.5240 0.055 -0.047 0.010
H -0.3285 3.3839 -4.3466 -0.029 -0.005 0.018
H -2.6896 -0.6158 -4.8214 -0.001 -0.058 0.076
H -2.9255 -1.3756 -3.2469 -0.036 0.009 -0.053
H -0.6606 -2.1132 -5.2128 -0.056 -0.026 0.067
H -2.1218 -3.0592 -4.9412 0.020 0.027 0.005
H -0.9319 -2.8720 -3.6546 -0.020 0.029 -0.017
F 0.1500 2.5437 -1.2651 -0.222 -0.217 1.030
Te 1.9974 2.3781 -0.4936 1.413 1.085 -2.917
F 3.2200 2.9222 0.7824 0.048 -0.037 0.959
F 3.6561 2.0531 -1.2675 0.725 -0.468 -0.007
F 1.7219 1.2031 -2.0417 -0.034 -0.364 -0.486
F 2.1542 3.9359 -1.4324 -0.212 0.725 -0.043
O 1.5021 0.7846 0.2843 0.616 0.440 0.718
```
Positions in Å, forces in eV/Å.

Results
Orbital gap ... 6.796 eV
E_HOMO ... -10.2368 eV
Total charge ... +1
Spin multiplicity ... 1

Atomic partial charges in e from the natural (NBO) method, atoms 1 to 99: number 1, Ti, carries 1.63; number 2, N, carries -0.78; number 3, C, carries 0.22; number 4, C, carries -0.28; number 5, C, carries -0.13; number 6, C, carries -0.33; number 7, C, carries -0.16; number 8, C, carries -0.27; number 9, S, carries 2.31; number 10, O, carries -0.87; number 11, O, carries -0.93; number 12, N, carries -1.05; number 13, C, carries 0.59; number 14, N, carries -0.50; number 15, C, carries 0.13; number 16, C, carries -0.32; number 17, C, carries 0.10; number 18, N, carries -0.53; number 19, H, carries 0.40; number 20, H, carries 0.40; number 21, H, carries 0.22; number 22, H, carries 0.25; number 23, H, carries 0.23; number 24, H, carries 0.22; number 25, H, carries 0.21; number 26, H, carries 0.24; number 27, H, carries 0.21; number 28, C, carries -0.26; number 29, C, carries -0.12; number 30, C, carries -0.23; number 31, C, carries 0.26; number 32, N, carries -0.58; number 33, C, carries 0.11; number 34, C, carries -0.07; number 35, C, carries -0.26; number 36, C, carries -0.14; number 37, C, carries -0.25; number 38, C, carries -0.23; number 39, C, carries -0.43; number 40, H, carries 0.24; number 41, H, carries 0.24; number 42, H, carries 0.23; number 43, H, carries 0.23; number 44, H, carries 0.22; number 45, H, carries 0.22; number 46, H, carries 0.23; number 47, H, carries 0.25; number 48, F, carries -0.27; number 49, C, carries 0.34; number 50, C, carries 0.25; number 51, F, carries -0.27; number 52, C, carries 0.41; number 53, F, carries -0.30; number 54, C, carries -0.41; number 55, P, carries 1.01; number 56, C, carries -0.33; number 57, C, carries -0.16; number 58, C, carries -0.23; number 59, C, carries -0.14; number 60, C, carries -0.24; number 61, C, carries -0.22; number 62, C, carries -0.39; number 63, C, carries -0.14; number 64, C, carries -0.21; number 65, C, carries -0.18; number 66, C, carries -0.20; number 67, C, carries -0.21; number 68, C, carries -0.12; number 69, Br, carries 0.15; number 70, C, carries 0.29; number 71, F, carries -0.29; number 72, H, carries 0.23; number 73, H, carries 0.23; number 74, H, carries 0.22; number 75, H, carries 0.23; number 76, H, carries 0.23; number 77, H, carries 0.22; number 78, H, carries 0.23; number 79, H, carries 0.22; number 80, H, carries 0.22; number 81, H, carries 0.22; number 82, C, carries -0.63; number 83, C, carries -0.73; number 84, Sb, carries 1.26; number 85, C, carries -0.73; number 86, C, carries -0.63; number 87, C, carries -0.75; number 88, C, carries -0.63; number 89, H, carries 0.23; number 90, H, carries 0.21; number 91, H, carries 0.20; number 92, H, carries 0.25; number 93, H, carries 0.23; number 94, H, carries 0.21; number 95, H, carries 0.23; number 96, H, carries 0.22; number 97, H, carries 0.22; number 98, H, carries 0.22; number 99, H, carries 0.23